C24H70BFIN8O10PS | ωB97M-V with the def2-TZVPD basis set

Computed properties:
SMILES ... NB(O)N(P(O)I)S(=O)(=O)F.COC[C@@H](C)N.COC[C@@H](C)N.COC[C@@H](C)N.COC[C@@H](C)N.COC[C@@H](C)N.COC[C@@H](C)N
F_max ... 5.2 eV Å⁻¹
Orbital gap ... 8.48 eV
DFT total energy ... -3308.79509 hartree
Highest occupied orbital energy ... -8.919 eV

```
! RIJCOSX wB97M-V def2-TZVPD def2/J DEFGRID3
* xyz 0 1
N 4.01 -2.73 -2.02
B 3.76 -3.99 -2.70
O 4.70 -4.39 -3.70
N 2.59 -4.92 -2.48
P 1.03 -4.22 -2.94
O 1.12 -2.54 -2.81
I 0.87 -4.78 -5.36
S 2.57 -5.60 -0.92
O 2.87 -4.62 0.15
O 3.54 -6.72 -0.85
F 1.08 -6.28 -0.72
H 4.15 -1.98 -2.70
H 3.22 -2.49 -1.40
H 5.39 -4.90 -3.23
H 0.29 -2.21 -2.41
C 2.28 3.38 -0.49
O 1.00 2.77 -0.46
C 0.58 2.21 -1.70
C 1.13 0.80 -1.97
C 2.59 0.78 -2.42
N 0.99 -0.07 -0.80
H 2.49 3.86 -1.45
H 3.06 2.64 -0.27
H 2.31 4.13 0.30
H -0.51 2.13 -1.63
H 0.80 2.89 -2.53
H 0.54 0.37 -2.79
H 3.28 0.97 -1.60
H 2.84 -0.19 -2.85
H 2.77 1.54 -3.20
H 0.00 -0.13 -0.56
H 1.40 0.42 -0.01
C -4.10 -1.27 3.43
O -3.03 -2.12 3.03
C -3.30 -2.93 1.91
C -3.11 -2.23 0.55
C -4.25 -1.28 0.19
N -1.84 -1.49 0.50
H -5.07 -1.75 3.27
H -4.05 -0.32 2.90
H -3.98 -1.06 4.49
H -2.59 -3.76 1.96
H -4.30 -3.38 1.99
H -3.08 -3.01 -0.22
H -4.22 -0.35 0.76
H -4.20 -1.01 -0.87
H -5.22 -1.75 0.36
H -1.08 -2.14 0.66
H -1.81 -0.89 1.33
C 6.78 3.80 1.23
O 5.41 3.58 1.52
C 5.15 3.04 2.80
C 5.11 4.09 3.93
C 6.49 4.56 4.38
N 4.30 5.25 3.56
H 7.42 3.04 1.69
H 7.08 4.79 1.56
H 6.91 3.76 0.15
H 4.16 2.58 2.73
H 5.85 2.23 3.03
H 4.64 3.61 4.80
H 6.94 5.25 3.66
H 6.42 5.09 5.33
H 7.17 3.72 4.51
H 3.35 4.94 3.36
H 4.64 5.59 2.66
C -4.74 2.34 -2.60
O -3.44 2.80 -2.28
C -3.39 4.14 -1.80
C -3.70 4.28 -0.30
C -5.18 4.18 0.03
N -2.97 3.29 0.50
H -5.37 3.13 -3.01
H -5.22 1.90 -1.72
H -4.65 1.55 -3.35
H -2.36 4.47 -1.96
H -4.03 4.79 -2.41
H -3.37 5.28 0.01
H -5.55 3.15 -0.02
H -5.37 4.54 1.04
H -5.78 4.79 -0.65
H -1.97 3.42 0.35
H -3.15 2.38 0.09
C 9.02 -7.38 -2.57
O 7.66 -7.64 -2.28
C 7.43 -8.20 -0.99
C 7.37 -7.17 0.15
C 8.74 -6.65 0.58
N 6.52 -6.03 -0.20
H 9.69 -8.12 -2.13
H 9.30 -6.37 -2.23
H 9.14 -7.40 -3.65
H 6.46 -8.69 -1.05
H 8.16 -8.99 -0.78
H 6.93 -7.67 1.02
H 9.16 -5.94 -0.13
H 8.66 -6.13 1.54
H 9.45 -7.47 0.71
H 5.58 -6.37 -0.40
H 6.84 -5.68 -1.10
C -10.08 4.03 -1.18
O -9.15 3.26 -0.44
C -9.03 3.62 0.93
C -10.11 3.01 1.84
C -11.46 3.70 1.74
N -10.28 1.57 1.58
H -10.11 5.07 -0.85
H -11.08 3.59 -1.11
H -9.78 4.01 -2.23
H -8.06 3.24 1.24
H -8.99 4.71 1.04
H -9.76 3.13 2.87
H -12.00 3.44 0.83
H -12.10 3.40 2.58
H -11.35 4.79 1.78
H -9.40 1.10 1.74
H -10.44 1.46 0.58
*
```

C24H70O11 | ωB97M-V with the def2-TZVPD basis set

Computed properties:
Energy above the lowest of the compared OMol25 structures with the same formula, charge and spin ... 341.7 kJ/mol
SMILES ... CC(C)O.CC(C)O.CCO.CCO.CCO.CCO.CCO.CCO.CCO.CCO.CCO
F_max ... 2.9 eV Å⁻¹
Orbital gap ... 9.69 eV
DFT total energy ... -1783.89224 hartree
Highest occupied orbital energy ... -9.383 eV

```
! RIJCOSX wB97M-V def2-TZVPD def2/J DEFGRID3
* xyz 0 1
C 4.47 -0.57 0.90
C 4.38 -2.05 0.57
C 3.60 -2.84 1.65
O 3.69 -2.19 -0.65
H 3.61 0.05 0.64
H 5.28 -0.17 0.29
H 4.76 -0.36 1.93
H 5.37 -2.51 0.56
H 2.77 -2.25 2.05
H 4.23 -3.00 2.53
H 3.17 -3.77 1.29
H 2.90 -1.66 -0.57
C 0.13 -0.22 1.02
C 0.12 -0.26 -0.53
C 0.15 1.17 -1.06
O 1.28 -0.83 -1.00
H -0.71 0.34 1.44
H 1.00 0.36 1.33
H 0.17 -1.20 1.50
H -0.72 -0.80 -0.97
H -0.07 1.21 -2.13
H 1.04 1.74 -0.80
H -0.66 1.77 -0.64
H 1.29 -0.73 -1.95
C -2.40 -0.90 3.72
C -3.27 -1.19 2.51
O -2.46 -2.05 1.73
H -2.22 -1.75 4.37
H -2.95 -0.13 4.27
H -1.40 -0.52 3.50
H -3.35 -0.27 1.93
H -4.21 -1.62 2.85
H -3.02 -2.45 1.06
C -0.44 -4.10 -0.33
C 0.82 -4.75 -0.82
O 0.57 -5.54 -1.93
H -0.64 -3.27 -1.00
H -0.29 -3.72 0.69
H -1.31 -4.75 -0.33
H 1.17 -5.41 -0.02
H 1.57 -3.98 -1.00
H 1.39 -5.95 -2.22
C -3.85 -1.49 -1.26
C -5.07 -2.31 -0.81
O -4.59 -3.18 0.21
H -3.58 -0.78 -0.49
H -4.00 -0.93 -2.19
H -2.97 -2.07 -1.53
H -5.45 -2.79 -1.71
H -5.92 -1.72 -0.44
H -5.38 -3.36 0.72
C -1.23 -0.51 -4.20
C 0.10 -1.12 -4.56
O 1.11 -0.54 -3.69
H -1.18 0.58 -4.21
H -1.49 -0.81 -3.19
H -2.05 -0.81 -4.86
H 0.41 -0.81 -5.56
H 0.03 -2.20 -4.70
H 1.92 -0.44 -4.18
C -2.36 3.30 -3.02
C -2.45 4.79 -2.81
O -2.83 5.10 -1.51
H -1.39 2.98 -2.64
H -2.30 3.02 -4.08
H -3.11 2.70 -2.51
H -3.05 5.33 -3.54
H -1.42 5.15 -2.87
H -3.73 4.79 -1.40
C -0.21 2.66 3.52
C -0.73 2.54 4.93
O -1.94 3.24 5.03
H 0.82 2.32 3.46
H -0.30 3.67 3.11
H -0.74 1.94 2.91
H 0.03 2.95 5.59
H -0.95 1.51 5.19
H -1.72 4.17 4.98
C 0.03 -3.65 3.71
C 1.04 -4.80 3.61
O 1.08 -5.52 4.74
H 0.16 -2.99 2.85
H 0.14 -3.13 4.66
H -0.99 -4.05 3.75
H 2.04 -4.44 3.34
H 0.87 -5.45 2.75
H 0.91 -6.45 4.55
C 1.44 5.92 -0.19
C 0.31 4.92 -0.01
O -0.79 5.68 0.45
H 1.82 6.27 0.77
H 1.10 6.77 -0.79
H 2.22 5.42 -0.77
H 0.61 4.11 0.66
H 0.02 4.41 -0.93
H -1.60 5.46 -0.01
C 3.73 1.90 -2.80
C 3.37 3.41 -2.79
O 4.21 4.11 -3.75
H 3.04 1.28 -2.23
H 4.73 1.74 -2.40
H 3.71 1.53 -3.82
H 3.51 3.80 -1.78
H 2.34 3.60 -3.09
H 3.75 4.43 -4.52
*
```